Entry 1:
A structure of composition C5H6N2O. Source: the Open Molecules 2025 dataset; level of theory: ωB97M-V/def2-TZVPD.

Positions of all 14 atoms, in Å:
1 C -0.491882 -1.359431 0.062642
2 C -1.758532 -0.764558 0.171884
3 C -1.629915 0.593032 -0.111439
4 C -0.493779 1.275317 -0.122111
5 C 0.836101 0.677379 -0.126591
6 H 2.388335 -0.799990 0.403092
7 H -0.290711 -2.453065 0.295347
8 H -2.561361 -1.378102 0.221069
9 H -2.536604 1.121446 -0.625136
10 H -0.422110 2.432634 -0.432204
11 H 2.607183 1.897877 0.726976
12 N 0.660071 -0.702813 -0.318955
13 N 1.980883 0.885512 0.118201
14 O 1.712315 -1.425240 -0.262770

Forces on atoms 1 to 2 (eV/Å):
-1.017 -1.125 0.561
5.798 -0.201 -0.832

The calculation puts the energy above the lowest of the compared OMol25 structures with the same formula, charge and spin at 126.7 kcal/mol. The HOMO-LUMO gap comes out at 8.72 eV. The calculation puts the HOMO energy at -8.03 eV. As for the charge: 0.

Entry 2:
A cluster of 2 separate species, C3H10NO in total. Source: the Open Molecules 2025 dataset; level of theory: ωB97M-V/def2-TZVPD.

Positions of all 15 atoms, in Å:
1 C 0.193041 0.514301 0.662392
2 O -0.809816 0.410462 -0.248489
3 C 0.851106 -0.840585 0.995136
4 C -0.164580 -1.836660 1.548131
5 H -0.144815 0.939497 1.642771
6 H 1.023206 1.180019 0.327079
7 H 1.688950 -0.731080 1.701755
8 H 1.274184 -1.231039 0.064050
9 H 0.290357 -2.802068 1.779596
10 H -0.960867 -1.964184 0.817060
11 H -0.621616 -1.433776 2.457980
12 N 0.027361 1.596700 -2.622869
13 H -0.266833 1.140598 -1.718772
14 H 0.040983 0.889652 -3.347759
15 H -0.687286 2.265393 -2.876615

Forces on atoms 1 to 2 (eV/Å):
-0.160 -0.113 -0.194
0.191 0.014 0.126

The calculation puts the energy above the lowest of the compared OMol25 structures with the same formula, charge and spin at 0.0 kcal/mol. The HOMO-LUMO gap comes out at 7.22 eV. The calculation puts the HOMO energy at -2.68 eV. As for the charge: -1.

Entry 3:
A cluster of 2 separate species, BrH2O2P in total. Source: the Open Molecules 2025 dataset; level of theory: ωB97M-V/def2-TZVPD.

Positions of all 6 atoms, in Å:
1 O 0.709882 -1.172317 -0.353544
2 O 0.461193 1.182561 -0.312209
3 P 0.161382 -0.045738 0.659907
4 Br -3.277465 -0.029445 -0.108245
5 H 1.129797 -1.922305 -0.019746
6 H 0.815212 1.987244 0.133836

Forces on atoms 1 to 2 (eV/Å):
-1.271 2.590 -0.575
0.520 0.644 0.621

The calculation puts the energy above the lowest of the compared OMol25 structures with the same formula, charge and spin at 54.9 kcal/mol. The HOMO-LUMO gap (alpha / beta) comes out at 7.23 / 5.72 eV. The calculation puts the HOMO energy (alpha / beta) at -8.92 / -8.21 eV. As for the charge: 0.

Quick rundown of max |F|, same order as above: 13.2; 0.3; 2.9 eV/A